No. 1
C11H5N4 | wB97M-V/def2-TZVPD

Element x y z (Å)
N 3.93125 1.18998 2.29626
N 4.10547 -2.50195 0.02099
N 4.47867 1.50835 -2.04168
N 0.18101 -0.14946 0.11166
C 4.12284 -1.36260 -0.04259
C 4.09547 0.05123 0.00423
C -3.91525 0.23063 -0.15446
C 3.95481 0.59189 1.30773
C 1.30593 -0.15946 0.24069
C -3.35185 0.19817 1.11786
C -1.75363 -0.28476 -1.19269
C -1.95753 0.04771 1.25177
C 4.25713 0.88808 -1.08653
C -3.11000 0.04689 -1.30257
C -1.18704 -0.24857 0.04128
H -5.05308 0.11983 -0.38154
H -3.96888 0.20812 2.00783
H -3.59800 -0.10715 -2.38017
H -1.35259 0.11350 2.18986
H -1.18475 -0.38044 -2.00790

Forces on atoms 1 to 6 (eV/Å):
N 0.0 -0.3 -0.1
N 0.1 -1.5 0.0
N -0.2 -0.2 0.6
N -2.5 -1.1 0.2
C 0.1 1.6 -0.4
C -1.0 -0.9 1.7

The LUMO energy (alpha / beta) comes out at -8.89 / -9.92 eV. The highest occupied orbital energy (alpha / beta) comes out at -13.24 / -12.36 eV. As for the charge: +1. As for the HOMO-LUMO gap (alpha / beta): 4.35 / 2.44 eV.

=====

No. 2
C44H60BCaIN8O3 | wB97M-V/def2-TZVPD

Element x y z (Å)
I 7.23639 0.33648 -0.22914
Ca 0.57531 -0.53664 -1.01311
O -1.26804 -1.80376 -1.08989
O 0.98492 -4.49564 -0.92369
O 1.09381 -2.46145 -1.88349
N 3.78372 -1.81432 -1.15175
N 0.65250 -0.45639 1.26188
N -1.32399 0.97687 -1.26429
N 3.16551 -0.79244 -0.51067
N 1.48590 1.60035 -1.18071
N 1.04045 2.37543 -0.12249
N 0.16741 0.74922 1.75517
N -1.45826 1.74984 -0.11727
C -1.89308 -4.38057 -4.65045
C -3.88495 -4.50779 -3.31705
C 4.15899 0.00506 -0.13437
C 5.40554 -0.50254 -0.52773
C -0.14467 1.86937 4.02011
C 0.85135 -0.45090 3.49249
C 2.64404 3.52273 -1.13100
C 1.05798 -1.16621 2.31002
C 0.90485 -3.62041 2.87479
C 2.26454 1.20212 -4.03131
C -3.30506 3.30541 0.86482
C -2.49549 4.31805 1.67153
C -2.38225 1.21975 -2.01639
C -2.48213 -3.56805 2.43960
C -2.59337 0.57735 -3.36388
C -1.54176 -3.82384 0.22972
C 2.02679 5.94704 0.50150
C -1.05716 -3.24586 -1.09424
C -3.73294 -0.44039 -3.34696
C 1.73430 3.53710 -0.09218
C -3.16036 -4.09509 -2.20497
C 2.45007 2.29171 -1.77143
C 0.29939 0.75344 3.11064
C -1.50764 1.55577 4.63938
C -2.01351 -3.00873 1.24952
C 1.68288 -2.52787 2.14461
C -1.80173 -3.81070 -2.30468
C -1.98041 -5.76017 1.59582
C -3.23130 2.13510 -1.38474
C -4.12156 2.40198 1.79332
C 5.11657 -1.67852 -1.18222
C -1.52656 -5.20667 0.41169
C -2.62598 2.45841 -0.19392
C 0.48670 -3.45309 -1.29112
C 1.53732 4.58100 0.97019
C -1.17359 -3.96141 -3.53729
C 2.24394 4.15599 2.26021
C -1.31695 -0.02040 -3.93978
C -2.46746 -4.94069 2.61418
C 0.88121 2.10813 5.12721
C 4.21328 2.70371 -3.49707
C 3.20358 1.70921 -2.93944
C 3.13186 -2.52096 2.63746
C -3.25133 -4.65184 -4.54518
B -0.18363 1.96789 0.80524
H 3.93715 0.91765 0.40516
H -3.65995 -4.00099 -1.24578
H 3.11398 5.95751 0.37096
H -4.94236 -4.72287 -3.22248
H -1.44166 0.64766 5.24596
H 0.87949 -3.41526 3.95125
H -2.84193 -2.91968 3.22913
H -1.38478 -4.49363 -5.60019
H 0.61251 2.99294 5.70965
H -1.98852 -1.93209 1.14691
H -1.81361 4.90146 1.04916
H -0.12198 -3.71188 2.52455
H -2.90372 1.39514 -4.02043
H -4.16976 2.52816 -1.75031
H -0.55421 0.74322 -4.10248
H 1.07442 -0.77018 4.49996
H -2.82631 -5.37807 3.53779
H 1.69134 -2.76625 1.07742
H -1.14341 -5.84313 -0.37606
H 2.83179 0.87216 -4.90502
H 1.39449 -4.58692 2.72838
H 4.94374 3.00330 -2.74176
H 4.76099 2.26219 -4.33233
H 3.76290 0.84949 -2.55720
H 3.72667 -1.73935 2.16816
H 1.78308 6.71111 1.24304
H -0.23580 2.77904 3.43292
H 1.92043 3.16363 2.58164
H 3.71544 3.60818 -3.86327
H 1.88798 2.25029 4.73200
H -3.80854 -4.97998 -5.41427
H 3.18189 -2.52561 -1.55398
H 0.91000 1.25745 5.81559
H 2.04234 4.85904 3.07398
H -4.01548 3.89138 0.27779
H -1.52225 -0.50539 -4.89685
H -3.46938 -1.31984 -2.74750
H -1.91540 3.84930 2.46372
H -3.46358 1.70917 2.31996
H 3.32723 4.11607 2.10402
H -1.84019 2.37344 5.28527
H -4.65145 -0.01469 -2.93905
H 3.35341 4.29448 -1.38327
H 5.75189 -2.41227 -1.65123
H 0.47155 4.65049 1.18456
H 1.65901 0.34909 -3.71530
H -4.65907 2.99058 2.54220
H -4.84641 1.80595 1.23628
H 3.16757 -2.36732 3.72166
H -3.19121 5.01351 2.14872
H 3.60143 -3.48482 2.42261
H -3.94546 -0.80672 -4.35434
H 1.57594 6.23925 -0.44871
H -0.90094 -0.80075 -3.29197
H -2.27188 1.39166 3.88188
H -0.11781 -3.74097 -3.63826
H -1.95483 -6.83530 1.72647
H -0.39748 2.89031 1.51225
H -2.20565 -1.58705 -1.04853
H 1.57045 1.98548 -4.34767

Forces on atoms 1 to 6 (eV/Å):
I 0.4 0.2 0.1
Ca 0.7 0.6 -0.6
O -0.2 -1.0 0.0
O 0.1 -0.2 0.0
O -0.2 -1.4 0.3
N -0.4 0.3 0.2

The LUMO energy comes out at 0.55 eV. The highest occupied orbital energy comes out at -8.67 eV. As for the HOMO-LUMO gap: 9.22 eV.

=====

No. 3
C32H29I3N3OPZr | wB97M-V/def2-TZVPD

Element x y z (Å)
I 0.74430 -2.49425 -1.99970
I 1.09819 -2.82379 4.01235
I -4.82481 -2.91752 4.83072
Zr 0.33166 -1.06384 0.63495
P 1.22166 1.06382 -0.91971
O 0.22140 -0.21579 2.41910
N -1.62906 -2.42034 0.54220
N -1.67350 0.26249 0.28157
N 2.62742 -0.58636 1.06951
C -2.74730 -1.90360 0.00446
C -2.86272 -4.38208 1.13826
C 2.99936 0.78323 -0.93809
C 0.92319 2.71713 -0.25470
C 3.52682 -0.04013 0.05543
C -2.25064 0.74034 1.58673
C -1.17464 1.66472 -4.15337
C 0.96955 3.84192 -1.08239
C -0.49041 1.04013 -5.18670
C -0.88219 -0.77111 3.01879
C -2.14837 -0.29789 2.66444
C 1.21241 -3.07591 0.01714
C 5.22366 1.10743 -1.80808
C 5.73022 0.26446 -0.82581
C -3.94158 -2.59985 -0.02435
C -3.13753 -1.98278 4.07531
C 4.88597 -0.30268 0.11653
C 0.60916 1.10186 -2.62452
C -2.62204 -0.51121 -0.54516
C 3.86721 1.37020 -1.86167
C 0.75355 2.88239 1.12020
C 0.61858 4.15419 1.65863
C -1.87687 -2.48688 4.37333
C -3.27121 -0.90142 3.21001
C 1.29481 0.48723 -3.67168
C -4.00068 -3.86487 0.54162
C 0.74577 0.46072 -4.94586
C -1.70465 -3.63048 1.11869
C -0.62515 1.70174 -2.88208
C 0.83237 5.10769 -0.53925
C -0.74612 -1.89331 3.82551
C 0.65461 5.26477 0.82950
H 2.29422 -3.21127 0.02737
H -1.14825 2.25090 -2.10528
H -3.60014 -0.02482 -0.58935
H 3.47757 2.02658 -2.62952
H 2.57479 0.05945 1.85918
H 0.49070 4.27402 2.72599
H -2.12474 2.14541 -4.34246
H 0.55030 6.25614 1.24831
H 0.73982 -4.04119 0.16620
H -4.25674 -0.54632 2.93665
H -2.21915 -0.54741 -1.56316
H 3.03227 -1.43680 1.45512
H -1.77838 -3.35997 5.00377
H 1.11000 3.73470 -2.15057
H 2.26056 0.02903 -3.50318
H -4.92559 -4.42473 0.53704
H 5.89006 1.55534 -2.53174
H 5.28557 -0.93505 0.89959
H 6.79058 0.05665 -0.78881
H -0.91084 1.02026 -6.18266
H -1.69559 1.63986 1.85539
H 0.73623 2.02558 1.78506
H -2.86405 -5.34944 1.61918
H -3.29476 1.02062 1.42901
H -0.80294 -3.99177 1.59416
H -4.81744 -2.14686 -0.46834
H 1.29280 -0.00978 -5.75139
H -1.43744 1.10742 -0.23096
H 0.86822 5.97310 -1.18647

Forces on atoms 1 to 6 (eV/Å):
I 0.0 0.1 0.0
I 0.2 0.0 0.1
I -0.1 0.0 0.0
Zr -0.1 0.3 -0.6
P -0.2 -0.2 0.0
O 0.0 -0.1 0.2

The LUMO energy comes out at -6.11 eV. The highest occupied orbital energy comes out at -13.46 eV. As for the charge: +2. As for the HOMO-LUMO gap: 7.35 eV.

=====

The calculation returns the following electronic energy values, one per record and in order: -640.655507 -3376.871682 -2757.454634 Ha.